48
Properties=species:S:1:pos:R:3 method="wB97M-V/def2-TZVPD" charge=+1 relative_energy_kj_mol=16.53 energy_ha=-3105.53314 homo_ev=-10.36
C 6.136 -2.590 1.734
O 5.350 -1.391 1.868
C 3.994 -1.429 1.810
C 3.299 -0.203 1.865
C 1.933 -0.125 1.687
C 1.245 -1.284 1.326
C -0.254 -1.181 1.180
O -0.882 -2.431 1.381
C -2.320 -2.331 1.590
C 1.882 -2.536 1.336
C 3.245 -2.606 1.588
H 7.167 -2.240 1.759
H 5.952 -3.283 2.562
H 5.932 -3.105 0.788
H 3.873 0.692 1.989
H 1.385 0.794 1.919
H -0.756 -0.476 1.856
H -2.696 -3.363 1.634
H -2.613 -1.859 2.561
H -2.808 -1.750 0.768
H 1.311 -3.477 1.290
H 3.729 -3.578 1.527
C -0.489 -0.360 -3.695
Si -1.908 0.179 -2.607
C -3.442 -0.878 -2.617
H -0.271 -0.820 0.132
C -2.159 2.046 -2.375
Ge -1.646 2.721 -0.569
C -1.980 4.647 -0.629
C -2.724 1.947 0.865
C 0.253 2.446 -0.222
H -0.747 -0.103 -4.735
H 0.451 0.153 -3.430
H -0.335 -1.453 -3.649
H -3.968 -0.677 -3.569
H -3.181 -1.953 -2.578
H -4.100 -0.623 -1.765
H -1.532 2.560 -3.142
H -3.245 2.241 -2.529
H -1.708 5.080 0.344
H -1.370 5.106 -1.418
H -3.043 4.835 -0.830
H -2.409 2.421 1.806
H -3.785 2.173 0.687
H -2.593 0.860 0.941
H 0.478 2.858 0.771
H 0.490 1.375 -0.235
H 0.860 2.972 -0.971



75
Properties=species:S:1:pos:R:3 method="wB97M-V/def2-TZVPD" charge=+1 relative_energy_kj_mol=906.91 energy_ha=-7559.99469 homo_ev=-13.22
Tl 0.264 -1.303 0.254
As 5.907 -4.238 1.605
F 7.136 -5.570 1.849
F 7.167 -3.036 1.352
F 4.566 -2.992 1.511
F 4.514 -5.403 1.921
F 5.936 -3.991 3.394
F 5.937 -4.547 -0.167
As -2.133 4.198 2.979
F -3.015 4.314 1.429
F -3.145 5.570 3.666
F -1.270 4.131 4.593
F -1.193 2.805 2.367
F -0.933 5.490 2.333
F -3.456 2.995 3.438
C 2.969 -1.351 7.430
O 1.573 -0.905 7.539
C 0.794 -0.613 6.439
O 0.875 -1.116 5.341
O -0.331 0.085 6.805
C -0.597 0.691 8.040
H 3.705 -0.611 7.115
H 3.023 -2.234 6.793
H 3.182 -1.637 8.460
H -1.644 0.994 8.056
H 0.087 1.518 8.226
H -0.502 -0.117 8.766
C -4.611 3.162 -3.368
O -3.384 3.534 -4.007
C -2.346 2.819 -3.762
O -2.258 2.045 -2.797
O -1.360 3.057 -4.649
C -1.398 3.995 -5.750
H -4.560 3.130 -2.280
H -5.143 2.241 -3.611
H -5.362 3.922 -3.585
H -2.286 3.971 -6.382
H -0.646 3.618 -6.443
H -1.162 5.019 -5.462
C 3.606 3.982 -2.072
O 4.578 3.237 -2.758
C 4.638 1.834 -2.702
O 3.750 1.130 -2.147
O 5.773 1.503 -3.173
C 6.267 0.202 -3.080
H 2.656 3.509 -1.820
H 3.390 4.861 -2.679
H 4.019 4.446 -1.176
H 5.567 -0.570 -3.401
H 6.405 -0.118 -2.047
H 7.243 0.080 -3.548
C 2.974 -5.141 -5.883
O 1.864 -4.307 -6.197
C 1.446 -3.400 -5.249
O 1.837 -3.357 -4.116
O 0.531 -2.519 -5.687
C -0.096 -2.741 -6.986
H 3.006 -5.566 -4.880
H 3.799 -4.432 -5.942
H 3.210 -5.962 -6.560
H -0.273 -3.802 -7.158
H 0.573 -2.515 -7.817
H -1.009 -2.156 -7.098
C -8.246 -0.589 1.537
O -6.822 -0.892 1.245
C -5.904 -1.055 2.250
O -4.706 -1.134 2.021
O -6.527 -1.233 3.389
C -5.815 -1.312 4.574
H -8.252 0.300 2.168
H -8.627 -1.463 2.065
H -8.877 -0.422 0.664
H -5.648 -2.331 4.922
H -6.406 -0.852 5.365
H -4.825 -0.856 4.533



66
Properties=species:S:1:pos:R:3 method="wB97M-V/def2-TZVPD" charge=-1 energy_ha=-3220.32471 homo_ev=-5.36
N 4.616 0.743 3.455
C 4.356 0.424 2.073
O 5.096 -0.436 1.531
C 3.243 1.108 1.171
C 1.808 1.242 1.864
B 0.778 -0.015 1.626
P -0.529 0.092 3.087
P -2.549 0.362 2.310
O -3.270 1.317 3.297
O -2.622 1.039 0.760
O -3.380 -1.130 2.430
P 1.574 -1.754 1.743
O 2.723 -2.073 0.528
O 0.291 -2.882 1.462
S 2.235 -2.175 3.554
H 3.809 1.158 3.928
H 4.939 -0.109 3.939
H 3.244 0.608 0.159
H 3.613 2.182 0.992
H 1.861 1.489 2.981
H 1.306 2.157 1.384
H 0.144 0.094 0.614
H -0.529 -1.170 3.762
H -3.077 1.897 0.892
H -4.125 -1.011 3.055
H 2.274 -2.429 -0.265
H 0.660 -3.766 1.687
C -4.981 -2.422 0.057
C -6.355 -2.665 -0.533
C -6.576 -1.973 -1.846
O -7.985 -1.755 -1.849
C -8.375 -1.687 -0.545
O -9.451 -1.317 -0.182
O -7.377 -2.093 0.287
H -4.199 -2.503 -0.701
H -4.919 -1.442 0.532
H -4.772 -3.160 0.835
H -6.547 -3.741 -0.614
H -6.282 -2.594 -2.692
H -6.070 -1.006 -1.921
C 9.548 -1.005 0.858
C 9.569 0.426 1.355
C 8.280 0.861 1.990
O 8.270 2.265 1.740
C 9.008 2.469 0.615
O 9.046 3.498 0.010
O 9.698 1.345 0.270
H 9.086 -1.675 1.586
H 9.018 -1.087 -0.093
H 10.569 -1.355 0.680
H 10.417 0.579 2.032
H 8.263 0.661 3.062
H 7.392 0.415 1.532
C -5.960 2.967 -4.132
C -4.679 2.168 -4.268
C -4.299 1.878 -5.692
O -3.581 0.655 -5.578
C -4.051 0.023 -4.466
O -3.811 -1.113 -4.187
O -4.831 0.859 -3.721
H -5.996 3.791 -4.848
H -6.840 2.333 -4.267
H -6.031 3.392 -3.128
H -3.864 2.668 -3.734
H -3.664 2.659 -6.114
H -5.158 1.721 -6.351



69
Properties=species:S:1:pos:R:3 method="wB97M-V/def2-TZVPD" smiles="C[N+](=O)[O-].C[N+](=O)[O-].C[N+](=O)[O-].C[N+](=O)[O-].C[N+](=O)[O-].C[N+](=O)[O-].C[N+](=O)[O-].Fc1ccccc1.BrCCBr" charge=0 energy_ha=-7273.40613 homo_ev=-9.75
C -1.275 2.422 -3.269
N -0.166 1.967 -4.171
O 0.820 2.674 -4.194
O -0.276 0.875 -4.690
H -1.672 1.659 -2.608
H -2.062 2.741 -3.957
H -0.904 3.275 -2.714
C 3.851 1.543 2.363
N 4.641 0.330 1.999
O 5.806 0.448 1.691
O 4.005 -0.709 2.001
H 2.953 1.571 1.756
H 4.411 2.458 2.180
H 3.668 1.519 3.433
C 5.490 -1.099 -1.546
N 4.712 -2.399 -1.683
O 5.236 -3.424 -1.300
O 3.656 -2.328 -2.295
H 5.392 -0.761 -0.522
H 4.982 -0.468 -2.270
H 6.503 -1.246 -1.904
C -3.993 0.529 -1.274
N -4.339 -0.773 -1.934
O -4.090 -1.776 -1.307
O -4.915 -0.733 -2.998
H -4.749 0.596 -0.496
H -4.083 1.336 -1.992
H -2.964 0.437 -0.938
C 0.678 4.653 1.372
N 0.967 4.280 -0.057
O 0.815 5.144 -0.894
O 1.420 3.180 -0.288
H 0.368 5.691 1.309
H 1.596 4.544 1.937
H -0.147 4.030 1.701
C 0.727 -1.020 -0.065
N -0.487 -0.257 -0.375
O -1.428 -0.887 -0.831
O -0.559 0.922 -0.114
H 0.508 -2.015 0.302
H 1.307 -0.554 0.731
H 1.365 -1.020 -0.948
C -2.438 -3.001 1.349
N -3.103 -2.836 2.640
O -2.780 -3.567 3.550
O -4.060 -2.089 2.712
H -1.398 -2.875 1.677
H -2.675 -2.326 0.539
H -2.459 -4.037 1.018
F -0.816 -1.090 2.457
C -0.830 0.091 3.105
C -1.978 0.832 3.194
C -1.970 2.089 3.800
C -0.743 2.553 4.304
C 0.424 1.792 4.196
C 0.372 0.547 3.590
H -2.935 0.463 2.844
H -2.899 2.630 3.885
H -0.730 3.526 4.780
H 1.320 2.200 4.640
H 1.227 -0.117 3.534
Br 0.498 -2.535 -4.088
C -1.280 -3.282 -3.736
C -1.311 -4.790 -3.699
Br -0.434 -5.458 -2.067
H -1.995 -2.799 -4.399
H -1.513 -2.852 -2.764
H -0.904 -5.336 -4.544
H -2.359 -5.088 -3.658



Question: The lowest charge belongs to which entry?
Answer: C15H30BNO15P3S



Question: Which value of charge does entry 4 give?
Answer: 0



Question: Among the records above, which one has the lowest charge?
Answer: C15H30BNO15P3S